No. 1
Below is an isolated ion of composition C4H7N2 and charge +1 at a distorted geometry, with properties calculated with wB97M-V/def2-TZVPD.

XYZ file:
```
13
Properties=species:S:1:pos:R:3:lowdin_charge:R:1
C 1.168 0.733 0.120 -0.1396
C -0.144 1.033 -0.547 -0.1015
C -0.905 -0.416 -0.610 -0.2174
C 0.957 -0.488 -0.619 -0.0369
N -1.466 0.601 0.134 0.1537
N 0.047 -1.348 0.132 0.1302
H 1.904 1.459 -0.464 0.1825
H 1.111 0.677 1.248 0.1489
H -0.158 1.837 -1.371 0.2008
H -1.252 -0.847 -1.622 0.2085
H -1.519 0.355 1.080 0.1074
H 0.039 -1.091 1.086 0.1434
H -0.107 -2.344 -0.177 0.2202
```

LUMO energy = -0.131 hartree
charge = +1
HOMO = -14.06 eV
relative energy (zero: lowest compared OMol25 entry of this formula, charge and spin) = 688.64 kJ/mol
Kohn-Sham gap = 10.5 eV

***

No. 2
Below is C19H22BeN2O2S3 as an isolated structure at a distorted geometry, with properties calculated with wB97M-V/def2-TZVPD.

XYZ file:
```
49
Properties=species:S:1:pos:R:3:lowdin_charge:R:1
Be -0.835 -0.095 -0.609 0.0422
C -0.359 0.385 2.400 -0.4165
C -0.010 1.809 1.833 -0.4443
S 0.096 1.808 0.080 0.9981
C -1.032 3.173 -0.505 -0.4016
C -2.433 3.270 0.074 -0.5087
S -3.458 1.808 -0.011 0.9265
C -3.465 1.264 1.721 -0.5020
C -3.162 -0.183 1.824 -0.4560
S -1.425 -0.716 1.427 0.9913
H -0.792 0.526 3.399 0.1099
H 0.557 -0.134 2.599 0.0708
H 0.972 2.129 2.143 0.0877
H -0.702 2.588 2.129 0.0792
H -1.082 3.022 -1.576 0.0699
H -0.571 4.111 -0.336 0.0832
H -2.919 4.066 -0.503 0.0997
H -2.548 3.652 1.081 0.0844
H -4.467 1.429 2.246 0.1368
H -2.730 1.879 2.202 0.0513
H -3.746 -0.816 1.113 0.1050
H -3.383 -0.492 2.832 0.0938
O 4.595 -4.652 2.766 0.1230
C 4.543 -3.295 2.665 -0.4705
O 5.279 -2.631 3.306 0.1761
C 3.453 -2.727 1.771 -0.1068
C 3.698 -1.462 1.274 0.0159
C 2.821 -0.879 0.378 -0.0199
C 1.667 -1.555 0.089 -0.2401
C 1.340 -2.828 0.675 -0.0039
C 2.304 -3.438 1.428 -0.0023
N 0.740 -0.947 -0.887 0.0292
C 1.046 -0.856 -2.120 0.0066
C 0.065 -0.176 -2.939 -0.1983
C 0.240 -0.007 -4.265 0.0137
C -0.711 0.607 -5.043 0.0357
C -1.866 0.991 -4.359 0.0012
C -2.053 0.766 -3.020 -0.0721
N -1.118 0.154 -2.271 0.0606
H 4.265 -5.063 1.949 0.1177
H 4.548 -0.886 1.673 0.1480
H 2.966 0.131 -0.014 0.1278
H 0.447 -3.345 0.280 0.1316
H 2.184 -4.432 1.802 0.1264
H 1.942 -1.281 -2.550 0.1684
H 1.149 -0.434 -4.719 0.1535
H -0.530 0.963 -6.051 0.1426
H -2.578 1.653 -4.888 0.1448
H -2.940 1.146 -2.492 0.0906
```

LUMO energy = -0.283 hartree
charge = +2
HOMO = -14.95 eV
Kohn-Sham gap = 7.2 eV

***

No. 3
Below is a 2-piece molecular cluster, C7H15N overall, with properties calculated with wB97M-V/def2-TZVPD.

XYZ file:
```
23
Properties=species:S:1:pos:R:3:lowdin_charge:R:1
C 0.955 -1.387 3.446 -0.1079
C 0.947 -1.010 1.993 -0.1887
C 0.955 -1.857 0.977 -0.1892
C 0.987 -1.465 -0.469 -0.1273
H 0.858 -2.465 3.566 0.0697
H 1.902 -1.073 3.895 0.0715
H 0.160 -0.876 3.985 0.0680
H 0.936 0.059 1.790 0.1028
H 1.026 -2.926 1.172 0.1028
H 0.962 -0.380 -0.587 0.0572
H 1.905 -1.803 -0.954 0.0733
H 0.142 -1.909 -0.998 0.0682
C -2.123 0.489 -0.420 -0.0011
C -1.879 1.419 -1.337 -0.2662
N -0.925 1.348 -2.351 -0.1047
C -0.019 2.486 -2.459 -0.1197
H -1.501 -0.388 -0.296 0.0256
H -2.978 0.605 0.229 0.0427
H -2.510 2.304 -1.370 0.1057
H -0.433 0.464 -2.319 0.0930
H 0.673 2.334 -3.285 0.0751
H -0.607 3.382 -2.657 0.0771
H 0.566 2.648 -1.554 0.0723
```

SMILES = C/C=C/C.C=CNC
LUMO energy = 0.040 hartree
HOMO = -8.28 eV
relative energy (zero: lowest compared OMol25 entry of this formula, charge and spin) = 150.88 kJ/mol
Kohn-Sham gap = 9.4 eV

***

No. 4
Below is C29H17CdF6N7O8S3 as an isolated structure, with properties calculated with wB97M-V/def2-TZVPD.

XYZ file:
```
71
Properties=species:S:1:pos:R:3:lowdin_charge:R:1
Cd 0.143 -0.116 -0.475 1.2824
N 8.526 5.932 -1.148 0.1330
C 7.602 5.248 -1.165 -0.1952
C 6.446 4.392 -1.194 -0.2431
C 5.681 4.208 -0.043 -0.0203
C 4.569 3.386 -0.081 0.0009
C 4.212 2.735 -1.259 -0.1973
C 4.982 2.922 -2.403 -0.0130
C 6.091 3.748 -2.377 -0.0256
C 3.010 1.851 -1.288 -0.0650
C 3.267 0.486 -1.321 -0.2776
C 4.564 -0.118 -1.372 -0.0448
C 4.361 -1.465 -1.503 -0.0775
C 2.950 -1.650 -1.512 -0.1525
N 2.298 -0.510 -1.402 -0.0032
C 1.780 2.522 -1.307 -0.2774
C 1.618 3.929 -1.436 -0.0429
C 0.265 4.172 -1.468 -0.0783
C -0.360 2.912 -1.339 -0.1621
N 0.527 1.928 -1.254 -0.0278
H 5.963 4.710 0.873 0.1165
H 3.962 3.240 0.803 0.1340
H 4.699 2.412 -3.315 0.1297
H 6.688 3.898 -3.267 0.1147
H 5.508 0.401 -1.324 0.0998
H 5.105 -2.242 -1.578 0.0845
H 2.428 -2.591 -1.588 0.0908
H 2.414 4.652 -1.516 0.1013
H -0.234 5.123 -1.558 0.0851
H -1.415 2.703 -1.275 0.0830
O -5.918 -3.396 -2.337 -0.0418
C -5.014 -3.752 -1.564 -0.6898
O -5.022 -4.578 -0.624 -0.0555
C -3.658 -3.033 -1.744 -0.1081
C -3.571 -1.765 -2.298 -0.0052
C -2.356 -1.103 -2.281 -0.1514
N -1.232 -1.640 -1.795 0.0240
C -1.300 -2.910 -1.373 -0.2542
C -2.478 -3.626 -1.312 0.0394
C 0.004 -3.601 -1.072 -0.5867
O 0.393 -4.500 -1.782 0.0917
O 0.724 -3.236 -0.021 -0.5010
H -4.464 -1.297 -2.689 0.1157
H -2.277 -0.083 -2.635 0.1002
H -2.498 -4.631 -0.914 0.1325
S 0.130 -2.098 1.162 0.4926
C -2.502 -2.690 4.027 -0.5419
N -3.104 -2.408 2.796 0.1504
C -3.595 -3.343 1.967 -0.0713
C -3.548 -4.651 2.336 -0.0577
C -2.967 -4.911 3.593 -0.1524
N -2.478 -4.016 4.410 0.1251
H -3.077 -1.430 2.517 0.0856
H -4.029 -3.028 1.030 0.1027
H -3.947 -5.417 1.690 0.0923
H -2.915 -5.940 3.943 0.0976
F -5.159 1.191 -0.285 0.1319
C -4.600 0.668 0.810 -0.6708
F -4.599 -0.663 0.690 0.1341
F -5.350 0.999 1.863 0.1350
S -2.888 1.325 0.965 0.5630
O -2.254 0.887 -0.268 -0.4059
O -3.050 2.743 1.133 -0.2802
N -2.438 0.500 2.213 -0.4329
S -0.878 0.400 2.645 0.8163
O -2.035 -1.774 4.689 0.0051
O -0.011 1.217 1.745 -0.5742
C -0.935 1.491 4.178 -0.7296
F 0.166 1.225 4.905 0.0948
F -2.009 1.268 4.929 0.1194
F -0.910 2.789 3.846 0.1093
```

LUMO energy = 0.117 hartree
charge = -2
HOMO = -3.54 eV
relative energy (zero: lowest compared OMol25 entry of this formula, charge and spin) = 0.00 kJ/mol
Kohn-Sham gap = 6.7 eV